Record 1
The following is a quantum chemistry calculation of the molecule C19H22N2O5S, from the OMol25 dataset.

The geometry in XYZ format:
```
49
Properties=species:S:1:pos:R:3:forces:R:3:lowdin_charge:R:1
C 8.083 0.702 0.448 0.19 -0.17 0.03 -0.081
O 7.024 1.621 0.309 -0.31 0.17 -0.05 -0.071
C 5.780 1.148 0.064 -0.31 -0.04 -0.05 -0.272
C 4.775 2.110 -0.096 0.14 0.06 0.04 -0.002
C 3.491 1.710 -0.357 0.27 -0.08 0.05 -0.031
C 3.133 0.359 -0.477 0.08 -0.20 -0.06 -0.082
C 1.732 0.097 -0.910 0.07 0.07 0.08 -0.429
O 1.432 -0.535 -1.900 -0.09 0.00 -0.11 0.076
N 0.818 0.713 -0.088 0.10 0.21 0.33 0.138
C -0.562 0.820 -0.235 -0.38 -0.04 -0.14 -0.202
C -1.244 0.320 -1.344 0.05 -0.09 -0.13 0.016
C -2.616 0.469 -1.430 -0.01 0.06 0.01 -0.053
C -3.310 1.101 -0.416 -0.78 0.11 -0.08 -0.274
S -5.095 1.269 -0.520 -0.25 0.02 0.02 0.666
O -5.464 1.286 -1.904 0.24 -0.28 -0.08 -0.280
O -5.484 2.361 0.324 0.24 -0.12 0.25 -0.284
N -5.776 -0.106 0.139 0.16 1.07 -0.52 -0.234
C -5.515 -1.346 -0.556 0.12 -0.49 -0.43 -0.188
C -4.352 -2.025 0.193 -0.02 -0.09 -0.04 -0.149
C -4.324 -1.341 1.573 -0.02 -0.02 0.09 -0.150
C -5.497 -0.345 1.536 0.15 0.02 0.65 -0.189
C -2.645 1.613 0.682 0.08 0.08 0.09 -0.064
C -1.274 1.475 0.774 -0.02 -0.07 -0.08 -0.006
C 4.133 -0.604 -0.293 0.01 0.19 0.13 -0.202
O 4.000 -1.949 -0.275 0.34 0.28 -0.12 -0.054
C 2.743 -2.576 -0.381 -0.40 -0.34 -0.15 -0.062
C 5.444 -0.190 -0.024 0.18 -0.05 -0.03 0.066
H 8.211 0.101 -0.457 -0.01 0.01 0.03 0.098
H 7.928 0.040 1.306 0.00 0.02 -0.04 0.097
H 8.975 1.304 0.613 -0.04 -0.09 -0.01 0.094
H 5.036 3.153 -0.024 0.03 0.14 -0.01 0.118
H 2.730 2.461 -0.517 -0.05 0.07 -0.02 0.121
H 1.197 1.180 0.725 0.01 -0.18 -0.17 0.144
H -0.694 -0.170 -2.130 -0.02 0.00 0.00 0.105
H -3.157 0.116 -2.294 0.00 -0.07 -0.15 0.119
H -6.418 -1.961 -0.504 0.06 0.06 -0.06 0.125
H -5.303 -1.125 -1.600 -0.08 -0.20 -0.06 0.108
H -3.410 -1.870 -0.332 -0.03 -0.07 0.02 0.092
H -4.521 -3.097 0.277 0.05 -0.03 -0.04 0.105
H -3.380 -0.817 1.722 -0.02 -0.05 0.04 0.092
H -4.446 -2.057 2.384 0.05 0.01 0.05 0.105
H -6.390 -0.783 1.992 0.05 0.09 -0.01 0.125
H -5.288 0.607 2.021 -0.08 -0.08 0.19 0.109
H -3.209 2.132 1.440 0.00 0.09 0.13 0.116
H -0.745 1.879 1.626 0.04 0.04 0.09 0.115
H 2.326 -2.483 -1.386 0.10 -0.03 0.18 0.088
H 2.030 -2.168 0.342 0.04 -0.02 0.00 0.102
H 2.927 -3.626 -0.155 -0.05 0.09 0.05 0.098
H 6.171 -0.974 0.110 0.11 -0.06 0.05 0.119
```
Positions in Å, forces in eV/Å.

Results
HOMO level	-0.319	Ha
ΔE to the lowest compared entry with this formula, charge and spin	221.90	kJ/mol
SMILES string	COc1ccc(C(=O)Nc2ccc(S(=O)(=O)N3CCCC3)cc2)c(OC)c1
F_max	1.20	eV/A
total charge	0



Record 2
The following is a quantum chemistry calculation of a structure of composition C19H22N2PdTe, from the OMol25 dataset.

The geometry in XYZ format:
```
45
Properties=species:S:1:pos:R:3:forces:R:3:lowdin_charge:R:1
C -1.072 1.140 1.664 -1.05 1.41 -0.72 -0.259
C -1.068 -0.900 1.782 0.77 -2.38 -1.22 -0.274
H -0.135 1.482 2.063 0.23 0.31 0.16 -0.030
H -1.781 0.874 2.487 0.78 0.41 -0.68 0.033
H -1.639 1.905 1.100 0.70 0.26 0.19 0.006
H -0.801 -1.896 1.359 -0.08 0.08 0.31 0.003
H -0.412 -0.729 2.641 -0.34 -0.11 -0.18 0.006
H -2.132 -0.898 2.004 0.27 -0.26 0.25 -0.003
C -0.297 2.669 -1.638 0.30 -0.86 -1.06 -0.201
C 0.050 3.493 -2.701 -0.50 1.37 1.81 -0.191
C 0.284 2.911 -3.955 0.08 -2.14 -1.35 -0.172
C 0.145 1.532 -4.106 0.45 2.15 -0.84 -0.087
H -0.474 3.048 -0.625 0.08 -0.06 -0.30 0.085
H 0.137 4.570 -2.530 0.01 -0.31 -0.13 0.050
H 0.573 3.537 -4.796 0.00 -0.12 -0.04 0.065
H 0.315 1.038 -5.057 0.05 0.26 -0.04 0.073
N -0.387 1.343 -1.796 -0.26 1.58 2.36 -0.093
C -0.209 0.742 -3.002 -0.40 -4.71 -0.81 -0.289
C -0.340 -0.726 -3.021 0.43 4.75 -0.64 -0.285
N -0.582 -1.321 -1.822 -0.35 -1.63 2.50 -0.089
C -0.731 -2.644 -1.696 0.34 0.80 -1.14 -0.200
C -0.304 -2.918 -4.044 0.47 2.09 -1.38 -0.175
C -0.588 -3.484 -2.794 -0.67 -1.35 1.92 -0.193
H -0.944 -3.013 -0.685 0.09 0.04 -0.32 0.083
H -0.697 -4.564 -2.653 0.06 0.32 -0.12 0.049
C -0.185 -1.535 -4.157 0.05 -2.11 -0.91 -0.089
H 0.029 -1.050 -5.105 -0.02 -0.28 -0.02 0.074
H -0.179 -3.560 -4.914 0.01 0.13 -0.01 0.065
Pd -0.638 0.002 -0.143 -2.69 0.67 4.24 0.618
C -2.732 0.051 -0.095 0.27 -0.19 -1.01 -0.197
H -3.041 -0.989 -0.264 -0.09 0.28 -0.04 -0.002
H -3.008 0.698 -0.935 -0.17 -0.16 0.12 -0.003
H -3.128 0.435 0.858 0.15 -0.17 -0.51 -0.016
Te 1.970 -0.051 0.516 1.20 -0.02 -1.34 0.745
C 2.154 -0.076 2.579 -0.04 -0.06 0.17 -0.733
C 2.192 1.145 3.291 -0.12 -1.17 0.70 -0.184
C 2.179 1.102 4.691 0.10 -0.36 -0.28 -0.123
C 2.176 -0.132 5.365 -0.03 0.06 -0.46 -0.140
C 2.191 -1.338 4.643 0.10 0.31 -0.29 -0.126
C 2.198 -1.325 3.243 -0.13 1.18 0.77 -0.182
H 2.200 2.074 2.727 -0.05 -0.11 0.19 0.076
H 2.161 2.030 5.258 0.04 -0.09 0.02 0.081
H 2.159 -0.154 6.450 -0.01 0.00 -0.04 0.073
H 2.187 -2.288 5.172 0.02 0.10 0.02 0.081
H 2.203 -2.228 2.640 -0.06 0.08 0.19 0.074
```
Positions in Å, forces in eV/Å.

Results
HOMO level (spin up / spin down)	0.096 / 0.095	Ha
F_max	5.06	eV/A
total charge	-2



Record 3
The following is a quantum chemistry calculation of the molecule C19H22N4O3S2, from the OMol25 dataset.

The geometry in XYZ format:
```
50
Properties=species:S:1:pos:R:3:forces:R:3:lowdin_charge:R:1
C -8.180 -2.891 -0.326 0.23 0.03 0.00 -0.113
C -6.725 -2.446 -0.296 -0.14 0.18 0.03 -0.260
C -6.603 -0.935 -0.112 0.17 -0.52 -0.06 -0.126
C -5.156 -0.494 -0.080 -0.58 0.29 0.04 -0.483
O -4.202 -1.233 -0.163 -0.07 -0.31 -0.03 0.008
N -4.996 0.859 0.057 -0.17 0.10 0.02 0.105
C -3.757 1.450 0.100 0.93 -0.36 -0.06 -0.575
N -3.601 2.729 0.223 -0.91 0.07 0.02 0.088
C -2.288 3.071 0.237 0.72 -0.42 -0.03 -0.366
C -1.941 4.514 0.381 0.03 -0.13 -0.02 -0.037
C -1.421 2.011 0.121 -0.89 0.12 0.04 -0.403
C 0.014 1.958 0.096 0.76 0.68 0.00 -0.414
C 0.901 2.996 0.077 0.00 -0.24 0.01 -0.358
S 2.527 2.409 0.039 -0.46 -0.59 0.04 1.054
C 1.877 0.762 0.052 0.43 1.23 -0.03 -0.563
N 2.610 -0.369 0.055 -0.03 -0.90 0.04 0.099
C 3.974 -0.612 0.021 0.20 -0.27 0.03 -0.157
C 4.939 0.366 -0.174 0.05 0.16 0.00 0.020
C 6.289 0.032 -0.198 0.05 -0.39 0.06 -0.277
O 7.299 0.928 -0.380 0.02 -0.25 0.04 -0.082
C 6.971 2.285 -0.557 -0.04 0.17 -0.03 -0.086
C 6.667 -1.295 -0.028 0.08 0.37 -0.06 -0.010
C 5.711 -2.278 0.158 -0.23 0.00 0.01 -0.017
C 4.366 -1.956 0.185 -0.05 0.10 0.00 -0.213
O 3.339 -2.854 0.364 0.06 0.52 -0.08 -0.102
C 3.664 -4.213 0.519 0.00 -0.24 0.03 -0.083
N 0.590 0.720 0.081 -0.26 -0.69 -0.01 0.071
S -2.304 0.509 -0.008 0.07 0.73 0.07 1.177
H -8.244 -3.968 -0.459 -0.09 -0.10 -0.01 0.069
H -8.681 -2.631 0.604 -0.12 0.01 0.08 0.071
H -8.712 -2.413 -1.146 -0.12 0.02 -0.07 0.071
H -6.229 -2.730 -1.225 0.07 -0.03 0.06 0.115
H -6.198 -2.944 0.519 0.07 -0.02 -0.07 0.114
H -7.109 -0.414 -0.929 -0.03 0.07 0.04 0.127
H -7.080 -0.630 0.823 -0.03 0.08 -0.02 0.128
H -5.788 1.483 0.127 0.05 -0.11 -0.01 0.156
H -1.456 4.885 -0.521 0.08 0.11 -0.04 0.082
H -2.856 5.076 0.546 0.00 0.07 0.01 0.075
H -1.270 4.665 1.225 0.09 0.09 0.05 0.081
H 0.727 4.050 0.068 -0.13 0.26 -0.01 0.048
H 2.050 -1.210 0.134 -0.01 0.16 0.00 0.151
H 4.633 1.387 -0.316 0.09 0.07 -0.05 0.018
H 6.364 2.439 -1.454 0.01 0.00 0.03 0.097
H 7.922 2.803 -0.672 -0.10 0.02 0.00 0.093
H 6.441 2.688 0.312 0.01 -0.01 -0.02 0.096
H 7.715 -1.545 -0.047 0.14 -0.03 0.00 0.116
H 6.034 -3.299 0.284 -0.01 -0.11 0.02 0.106
H 2.712 -4.730 0.637 0.11 -0.02 0.00 0.095
H 4.279 -4.380 1.409 -0.01 0.02 -0.04 0.097
H 4.182 -4.605 -0.362 -0.01 0.03 0.04 0.097
```
Positions in Å, forces in eV/Å.

Results
HOMO level	-0.264	Ha
ΔE to the lowest compared entry with this formula, charge and spin	62.29	kJ/mol
SMILES string	CCCC(=O)Nc1nc(C)c(-c2csc(Nc3cc(OC)ccc3OC)n2)s1
F_max	1.31	eV/A
total charge	0



Record 4
The following is a quantum chemistry calculation of a cluster of 4 separate species, C19H22N5O3P in total, from the OMol25 dataset.

The geometry in XYZ format:
```
50
Properties=species:S:1:pos:R:3:forces:R:3:lowdin_charge:R:1
C 3.728 -3.365 -2.409 0.25 0.06 -0.92 0.078
C 3.659 -2.331 -1.820 0.08 0.90 0.81 -0.128
C 3.476 -0.994 -1.212 -0.11 -0.97 -0.62 -0.180
N 3.380 -0.032 -2.345 -0.81 -0.17 0.19 -0.159
N 4.648 0.623 -2.497 0.77 0.35 0.18 0.071
C 2.344 0.891 -1.983 0.09 0.30 -0.40 -0.576
O 2.350 1.600 -1.040 0.13 0.73 0.53 0.174
O 1.244 0.876 -2.833 0.41 -1.54 0.99 -0.131
P 0.458 -0.578 -2.914 -1.57 -0.54 -1.80 0.675
O -0.323 -0.651 -4.157 0.05 0.14 -0.25 -0.403
H 3.789 -4.059 -3.210 -0.01 -0.50 0.33 0.037
H 4.288 -0.746 -0.526 -0.11 0.23 -0.06 0.126
H 2.523 -0.982 -0.672 0.19 -0.06 0.16 0.119
H 5.230 -0.029 -3.017 -0.14 -0.08 -0.03 0.090
H 4.557 1.426 -3.113 -0.32 -0.05 -0.01 0.093
H -0.464 -0.735 -1.849 0.86 0.53 0.46 0.029
H 1.340 -1.685 -2.858 0.39 0.70 0.54 0.033
C -0.351 -7.199 -2.037 -0.05 -0.08 0.00 -0.082
C 0.865 -7.194 -1.375 -0.03 0.01 -0.02 -0.073
C 1.628 -6.037 -1.414 0.10 0.16 0.00 -0.155
N 1.262 -4.928 -2.055 -0.35 -0.26 -0.05 0.049
C 0.087 -4.954 -2.688 0.14 0.16 0.03 -0.143
C -0.753 -6.056 -2.709 0.02 -0.02 0.02 -0.070
H -0.978 -8.082 -2.031 0.01 0.01 0.00 0.105
H 1.215 -8.066 -0.840 0.02 0.02 0.01 0.101
H 2.587 -5.985 -0.907 0.00 -0.05 0.02 0.102
H -0.185 -4.038 -3.204 -0.07 -0.04 -0.04 0.099
H -1.696 -6.020 -3.238 0.01 0.03 -0.01 0.103
C -1.879 1.602 2.663 -0.04 0.10 0.09 -0.075
C -1.249 2.015 1.501 -0.03 -0.02 0.04 -0.062
C -0.835 1.048 0.599 0.06 -0.16 -0.16 -0.153
N -1.006 -0.262 0.785 -0.05 0.18 0.11 0.047
C -1.615 -0.638 1.911 0.08 -0.16 -0.13 -0.153
C -2.069 0.247 2.875 0.02 0.01 -0.03 -0.071
H -2.219 2.328 3.393 0.00 0.00 -0.01 0.101
H -1.081 3.064 1.298 0.03 -0.02 -0.04 0.090
H -0.341 1.328 -0.326 0.02 0.12 0.05 0.083
H -1.739 -1.708 2.036 -0.03 0.01 0.06 0.103
H -2.558 -0.116 3.768 0.01 -0.03 -0.01 0.102
C -3.488 6.523 2.591 -0.05 0.01 -0.10 -0.081
C -4.110 7.098 3.686 0.03 -0.02 -0.01 -0.075
C -3.531 6.927 4.935 0.09 -0.03 0.14 -0.156
N -2.409 6.238 5.144 -0.09 0.01 -0.17 0.053
C -1.826 5.692 4.077 0.06 -0.02 0.16 -0.161
C -2.320 5.805 2.786 -0.03 0.00 0.03 -0.079
H -3.907 6.633 1.599 0.01 0.00 0.01 0.106
H -5.024 7.666 3.577 0.01 0.00 0.03 0.101
H -3.981 7.362 5.820 -0.05 0.02 -0.04 0.102
H -0.917 5.136 4.278 0.01 0.00 -0.07 0.103
H -1.803 5.341 1.957 0.02 0.01 0.01 0.089
```
Positions in Å, forces in eV/Å.

Results
HOMO level	-0.337	Ha
SMILES string	C#CCN(N)C(=O)O[PH2]=O.c1ccncc1.c1ccncc1.c1ccncc1
F_max	2.45	eV/A
total charge	0



Question: What is the total charge in the fourth record?
Answer: 0



Question: Look up the F_max of the fourth one.
Answer: 2.45 eV/A